Here is a structure of composition C33H42O6Ti from OMol25. Energies are from ωB97M-V/def2-TZVPD.

Atoms and positions in Å:
Ti -1.18 -0.42 0.73
C -2.10 -2.17 3.63
C -1.49 -0.84 4.03
O -1.55 0.10 2.92
C -2.66 1.00 3.00
C -3.88 0.31 2.43
O -3.40 -0.49 1.33
C -4.45 -0.73 0.36
C -3.79 -1.37 -0.82
O -2.53 -0.73 -1.04
C -2.54 0.68 -1.43
C -1.88 1.32 -0.25
O 0.50 0.83 0.96
C 1.25 0.87 2.22
C 1.81 -0.51 2.45
O 0.70 -1.37 2.28
C 0.85 -2.67 2.85
C -0.42 -3.47 2.53
O -1.56 -2.62 2.39
H -3.17 -2.08 3.47
H -1.94 -2.90 4.42
H -0.44 -0.94 4.29
H -2.02 -0.41 4.88
H -2.39 1.87 2.42
H -2.82 1.31 4.03
H -4.60 1.04 2.08
H -4.37 -0.35 3.15
H -4.90 0.23 0.10
H -5.21 -1.37 0.80
H -4.41 -1.29 -1.72
H -3.57 -2.42 -0.65
H -3.55 1.00 -1.68
H -1.93 0.74 -2.33
H -2.60 1.79 0.42
H -1.11 2.03 -0.50
H 0.55 1.14 2.99
H 2.01 1.63 2.13
H 2.21 -0.58 3.47
H 2.61 -0.76 1.75
H 1.01 -2.57 3.93
H 1.72 -3.18 2.43
H -0.60 -4.21 3.31
H -0.33 -4.00 1.59
C 3.48 1.64 -4.80
C 3.66 0.39 -4.23
C 3.02 0.07 -3.05
C 2.20 1.01 -2.42
C 2.01 2.26 -3.01
C 2.64 2.57 -4.19
C 1.55 0.61 -1.16
C 1.24 1.41 -0.15
C 1.70 2.80 0.07
C 0.84 3.89 0.25
C 1.35 5.16 0.42
C 2.73 5.37 0.42
C 3.59 4.30 0.25
C 3.08 3.02 0.08
H 3.98 1.89 -5.73
H 4.31 -0.34 -4.71
H 3.15 -0.91 -2.61
H 1.35 2.98 -2.54
H 2.49 3.54 -4.65
H 1.33 -0.44 -1.05
H -0.24 3.76 0.25
H 0.68 6.00 0.55
H 3.12 6.37 0.55
H 4.66 4.45 0.24
H 3.74 2.19 -0.08
C -0.48 -2.07 -0.29
C 0.06 -2.34 -1.66
C 1.15 -3.22 -1.73
C 1.72 -3.58 -2.94
C 1.23 -3.05 -4.12
C 0.16 -2.17 -4.08
C -0.42 -1.83 -2.86
H -1.42 -2.62 -0.08
H 0.25 -2.41 0.43
H 1.55 -3.65 -0.81
H 2.55 -4.28 -2.96
H 1.68 -3.32 -5.07
H -0.23 -1.75 -4.99
H -1.28 -1.17 -2.87

Its HOMO energy is -13.063 eV. The total energy comes out at -70286.041 eV. For the maximum force, the calculation gives 0.67 eV/Å. Its net charge is +2. Its orbital gap is 6.85 eV. The multiplicity is 1. The value obtained for the energy relative to the best compared isomer or geometry (same formula, charge and spin) is 0.00 kJ/mol.

Per-atom Mulliken charges, elementary charge units:
1 Ti -0.10
2 C -0.74
3 C -0.79
4 O 0.23
5 C -0.76
6 C -0.98
7 O 0.40
8 C -0.67
9 C -0.98
10 O -0.02
11 C -1.22
12 C 0.05
13 O 0.30
14 C -0.69
15 C -1.03
16 O 0.34
17 C -0.87
18 C -0.80
19 O -0.19
20 H 0.26
21 H 0.63
22 H 0.13
23 H 0.70
24 H 0.24
25 H 0.63
26 H 0.53
27 H 0.36
28 H 0.50
29 H 0.45
30 H 0.52
31 H 0.33
32 H 0.34
33 H 0.36
34 H 0.70
35 H 0.37
36 H 0.20
37 H 0.70
38 H 0.68
39 H 0.24
40 H 0.47
41 H 0.33
42 H 0.62
43 H 0.42
44 C -0.53
45 C -0.83
46 C -0.41
47 C 0.10
48 C -0.22
49 C -0.83
50 C 0.24
51 C -0.07
52 C -0.07
53 C 0.38
54 C -1.01
55 C -0.54
56 C -0.91
57 C -0.23
58 H 0.43
59 H 0.45
60 H 0.40
61 H 0.44
62 H 0.44
63 H 0.12
64 H 0.46
65 H 0.46
66 H 0.44
67 H 0.45
68 H 0.41
69 C -0.62
70 C -0.13
71 C -0.26
72 C -1.01
73 C -0.48
74 C -1.30
75 C 0.26
76 H 1.28
77 H 0.30
78 H 0.37
79 H 0.43
80 H 0.48
81 H 0.47
82 H 0.44